{
  "formula": "C12H14CdF6NO10S2",
  "method": "ωB97M-V/def2-TZVPD",
  "homo_ev": -5.482,
  "total_charge": -1,
  "gap_ev": 3.111,
  "spin_multiplicity": 1,
  "lumo_ev": -2.37,
  "de_lowest_ev": 7.4876,
  "elements": ["Cd", "S", "S", "F", "F", "F", "F", "F", "F", "O", "O", "O", "O", "O", "O", "O", "O", "O", "O", "N", "C", "C", "C", "C", "C", "C", "C", "C", "C", "C", "C", "C", "H", "H", "H", "H", "H", "H", "H", "H", "H", "H", "H", "H", "H", "H"],
  "positions_angstrom": [[-0.055, 0.066, 0.523], [-4.079, -0.835, -0.076], [-3.800, 1.159, -1.756], [-1.834, 1.005, -3.724], [-3.240, 2.700, -3.777], [-4.231, -2.044, -2.544], [-1.591, 2.587, -2.451], [-5.471, -3.065, -1.022], [-3.297, -3.231, -1.096], [-4.073, 2.276, -0.844], [-5.408, -0.145, 0.074], [5.260, -1.352, -5.179], [4.749, -3.971, -4.357], [1.698, -2.348, -1.396], [2.620, 0.251, -1.573], [-4.942, 0.612, -2.478], [-3.461, -1.201, 1.172], [0.061, 3.448, 1.977], [0.700, -1.182, 3.620], [-2.885, 0.061, -0.996], [1.744, 5.231, 1.600], [0.038, -1.347, 4.848], [-2.487, 1.903, -3.068], [3.327, -3.256, -2.746], [4.008, -0.477, -3.480], [-4.309, -2.426, -1.244], [3.082, -0.600, -2.371], [1.168, 4.200, 2.573], [4.150, -2.973, -3.772], [-0.221, -2.874, 4.734], [4.537, -1.568, -4.146], [2.674, -2.122, -2.170], [-0.519, -3.235, 3.750], [3.159, -4.256, -2.374], [0.698, -3.391, 5.011], [0.653, -1.118, 5.718], [1.973, 3.571, 2.951], [2.744, 5.558, 1.885], [-0.791, -0.646, 4.944], [0.690, 4.720, 3.403], [1.855, 4.702, 0.654], [1.595, -1.503, 3.753], [-0.981, -3.153, 5.464], [1.015, 5.998, 1.340], [4.163, 0.523, -3.859], [-0.684, 3.748, 2.504]]
}

---

{
  "formula": "C7H8OS2",
  "method": "ωB97M-V/def2-TZVPD",
  "homo_ev": [-6.938, -6.296],
  "total_charge": 0,
  "gap_ev": [6.610, 5.365],
  "spin_multiplicity": 1,
  "lumo_ev": [-0.33, -0.93],
  "de_lowest_ev": 0.8986,
  "elements": ["S", "S", "O", "C", "C", "C", "C", "C", "C", "C", "H", "H", "H", "H", "H", "H", "H", "H"],
  "positions_angstrom": [[-3.219, 0.395, -0.178], [-1.935, 1.865, 0.203], [0.516, 0.118, 1.147], [0.515, 0.560, -1.203], [1.488, 1.040, 1.290], [-0.981, -1.215, -0.143], [-0.036, -0.058, -0.080], [-2.314, -0.989, 0.589], [2.040, 1.699, 0.249], [1.562, 1.442, -1.061], [-2.135, -0.758, 1.638], [0.081, 0.349, -2.167], [-1.185, -1.461, -1.186], [-0.491, -2.066, 0.338], [-2.953, -1.866, 0.503], [1.788, 1.160, 2.321], [2.002, 1.947, -1.903], [2.832, 2.409, 0.414]]
}

---

{
  "formula": "C12H36K5O10P",
  "method": "ωB97M-V/def2-TZVPD",
  "homo_ev": -13.538,
  "total_charge": 2,
  "gap_ev": 6.579,
  "spin_multiplicity": 1,
  "lumo_ev": -6.96,
  "de_lowest_ev": 2.5593,
  "elements": ["K", "K", "K", "K", "K", "P", "O", "O", "O", "O", "O", "O", "O", "O", "O", "O", "C", "C", "C", "C", "C", "C", "C", "C", "C", "C", "C", "C", "H", "H", "H", "H", "H", "H", "H", "H", "H", "H", "H", "H", "H", "H", "H", "H", "H", "H", "H", "H", "H", "H", "H", "H", "H", "H", "H", "H", "H", "H", "H", "H", "H", "H", "H", "H"],
  "positions_angstrom": [[-15.836, 10.536, 2.491], [-18.177, 8.254, 0.963], [-14.739, 4.591, -0.383], [-13.058, 5.089, 2.894], [-12.866, 7.877, 0.048], [-15.506, 7.307, 2.297], [-14.332, 9.764, 4.562], [-17.036, 3.745, 0.878], [-15.416, 8.247, 1.019], [-15.740, 5.769, 1.943], [-15.402, 7.911, -1.512], [-15.796, 4.556, 4.231], [-14.161, 7.549, 3.039], [-18.073, 8.205, 5.476], [-18.912, 5.976, 2.994], [-16.708, 7.863, 3.120], [-15.301, 2.344, 4.934], [-18.445, 9.537, 5.652], [-19.887, 5.558, 3.978], [-14.389, 9.577, -2.950], [-18.796, 3.499, -0.880], [-19.280, 4.549, 4.932], [-13.320, 9.457, 5.534], [-19.676, 9.555, 6.578], [-18.358, 4.092, 0.487], [-15.936, 3.189, 3.832], [-13.917, 9.718, 6.903], [-15.617, 9.190, -2.116], [-14.213, 2.334, 4.855], [-18.081, 3.586, -1.693], [-16.985, 2.954, 3.683], [-14.931, 9.314, 6.943], [-19.122, 3.834, 1.215], [-18.805, 10.052, 4.745], [-17.605, 8.084, 4.637], [-14.394, 9.001, 3.953], [-18.287, 6.624, 3.345], [-20.063, 4.123, 5.564], [-17.668, 10.147, 6.130], [-16.579, 4.511, 1.275], [-18.285, 5.176, 0.316], [-12.464, 10.125, 5.391], [-20.065, 10.574, 6.643], [-19.440, 9.230, 7.590], [-18.487, 4.945, 5.564], [-15.869, 5.116, 3.428], [-15.680, 7.953, -0.567], [-20.627, 5.085, 3.334], [-14.074, 10.767, 7.158], [-12.923, 8.446, 5.439], [-16.507, 9.148, -2.748], [-14.708, 10.431, -3.554], [-20.473, 8.932, 6.174], [-13.586, 9.905, -2.286], [-20.315, 6.404, 4.514], [-19.616, 4.168, -1.159], [-13.291, 9.270, 7.677], [-15.619, 2.678, 5.921], [-15.353, 3.027, 2.915], [-19.255, 2.538, -0.662], [-15.627, 1.302, 4.908], [-15.699, 9.900, -1.284], [-14.052, 8.827, -3.662], [-18.862, 3.724, 4.355]]
}

---

{
  "formula": "C4H6N2OS",
  "method": "ωB97M-V/def2-TZVPD",
  "smiles": "O=C[C@]1(S)C=NNC1",
  "homo_ev": -9.133,
  "total_charge": 0,
  "gap_ev": 9.608,
  "spin_multiplicity": 1,
  "lumo_ev": 0.47,
  "de_lowest_ev": 2.9516,
  "elements": ["S", "O", "N", "N", "C", "C", "C", "C", "H", "H", "H", "H", "H", "H"],
  "positions_angstrom": [[1.910, 0.183, 1.320], [2.418, -0.697, -1.394], [-1.678, 0.233, -0.476], [-1.577, -0.959, 0.211], [0.553, -0.042, 0.134], [1.241, -0.413, -1.257], [-0.382, -1.151, 0.584], [-0.518, 1.045, -0.121], [1.086, 0.227, 2.368], [-0.234, 1.711, -0.942], [-2.565, 0.656, -0.296], [-0.095, -1.998, 1.155], [-0.689, 1.612, 0.813], [0.529, -0.407, -2.100]]
}